1.
The following is a DFT calculation (ωB97M-V/def2-TZVPD) of C19H26N6O6P2SZn as an isolated structure in a non-equilibrium geometry.

The value obtained for the relative energy (zero: lowest compared OMol25 entry of this formula, charge and spin) is 0.849 eV. The calculation puts the largest force on an atom at 5.16 eV/Å. As for the total charge: 0.

Cartesian coordinates (Å):
Zn 1.95399 -0.50608 -0.09657
N -0.42644 -0.91735 -0.24273
C -0.67812 -1.85840 -1.32110
C -1.50499 -1.52444 -2.36356
C -1.68198 -2.43315 -3.39634
C -1.11313 -3.69401 -3.36411
C -0.18287 -3.98615 -2.34173
C 0.08775 -3.09482 -1.33071
C 1.07153 -3.42727 -0.25953
C 1.23339 -4.75977 0.15390
C 2.11766 -5.14483 1.15037
C 2.90368 -4.16716 1.74775
C 2.71099 -2.83319 1.45326
C 1.95869 -2.46032 0.31146
H -1.20419 -0.21196 -0.24813
H -0.56897 -1.39774 0.63913
H -2.15879 -0.60829 -2.28427
H -2.31910 -2.12072 -4.15292
H -1.29392 -4.47796 -4.11999
H 0.36347 -4.88966 -2.31609
H 0.62160 -5.51404 -0.35384
H 2.19145 -6.19720 1.37570
H 3.55451 -4.44230 2.52743
H 3.20539 -2.11291 2.07709
N 1.84751 3.70268 2.72154
C 2.46287 2.46003 2.03237
C 3.95658 2.28619 2.37288
P 1.41926 1.07461 2.70517
O 2.17756 0.84549 4.15186
O 0.02927 1.55626 2.95321
O 1.59726 -0.18473 1.90292
P 1.94558 2.71332 0.28170
O 3.23736 3.55488 -0.30258
O 0.72355 3.56045 0.20487
O 1.98525 1.37488 -0.50954
H 2.58239 4.37915 3.02687
H 1.25015 3.51516 3.53082
H 1.24085 4.09519 2.00788
H 4.10210 2.30843 3.45417
H 4.51144 3.16351 1.90818
H 4.30567 1.33424 2.11685
H 1.57583 0.42817 4.79140
H 2.95050 4.00136 -1.15270
C -5.77136 1.42767 -2.98767
C -5.39395 2.57177 -2.05186
C -4.34904 2.28923 -1.03014
N -3.42391 1.37326 -1.13522
N -2.64727 1.18262 -0.01347
C -3.03126 2.02488 0.95302
N -2.52639 2.00879 2.19700
S -4.27320 3.12797 0.44074
H -5.37436 1.57146 -4.05861
H -6.84604 1.42251 -3.13394
H -5.54504 0.42867 -2.66892
H -6.31419 2.88043 -1.51259
H -5.13181 3.48542 -2.59861
H -1.60522 1.61483 2.34534
H -2.67488 2.85768 2.71310
N 3.39738 -1.18306 -3.02798
C 2.79508 -0.98639 -2.01421
H 3.97287 -1.48729 -3.85830

=====

2.
The following is a DFT calculation (ωB97M-V/def2-TZVPD) of C19H27BrHfN3O3S3 as an isolated structure.

The calculation puts the largest force on an atom at 0.60 eV/Å. As for the total charge: +3.

Cartesian coordinates (Å):
Hf -0.66507 -0.37141 0.45866
C -0.40964 2.96747 1.35073
C 0.53941 2.42820 2.41031
S 0.40541 0.62778 2.71324
C 2.11803 0.01918 2.57571
C 2.83979 0.34166 1.27673
S 1.99866 -0.24123 -0.23978
C 2.09249 1.18977 -1.34782
C 1.42455 2.45287 -0.83042
S -0.29881 2.19000 -0.29886
H -1.45500 2.83855 1.63194
H -0.24214 4.03711 1.21607
H 1.58265 2.62890 2.17569
H 0.32590 2.91718 3.36113
H 2.67687 0.41987 3.42257
H 2.03090 -1.05625 2.73979
H 3.00793 1.40970 1.15676
H 3.82001 -0.13559 1.29056
H 3.14857 1.37647 -1.54936
H 1.65044 0.84543 -2.28425
H 1.96430 2.89765 0.00357
H 1.38857 3.19620 -1.62700
C -4.21048 2.29977 -1.15902
C -4.96120 1.62745 -0.01872
C -4.64907 0.13152 0.17726
C -5.63477 -0.49493 1.21052
C -5.33518 -1.93072 1.62217
C -4.82232 -0.58898 -1.19028
O -5.85908 -0.76077 -1.72194
N -3.57795 -0.92658 -1.92289
C -2.48021 -1.07112 -1.22346
O -1.24826 -0.94122 -1.57952
N -2.57946 -1.18618 0.15384
C -3.27070 -0.11971 0.65657
O -2.53553 0.57930 1.42016
H -4.37864 3.37497 -1.13887
H -4.55246 1.94624 -2.13389
H -3.12524 2.14743 -1.10468
H -6.03714 1.68319 -0.19089
H -4.77224 2.12365 0.93474
H -6.61260 -0.43132 0.73096
H -5.65156 0.17203 2.07314
H -5.27763 -2.60212 0.76230
H -6.13166 -2.30150 2.26414
H -4.40607 -2.02002 2.19354
H -3.58320 -0.90068 -2.93949
Br -1.47666 -4.85335 3.97280
C -0.65169 -4.25408 2.42013
C -0.01096 -5.12978 1.54739
C 0.58156 -4.62970 0.39641
C 0.53381 -3.27662 0.14379
N -0.08039 -2.42074 0.99354
C -0.67270 -2.91332 2.10804
H 0.01734 -6.18955 1.76939
H 1.08014 -5.28703 -0.30252
H 0.98414 -2.85730 -0.74533
H -1.17555 -2.21204 2.76963

=====

3.
The following is a DFT calculation (ωB97M-V/def2-TZVPD) of a single C19H27ClN2O3 molecule in a non-equilibrium geometry.

The value obtained for the relative energy (zero: lowest compared OMol25 entry of this formula, charge and spin) is 0.381 eV. The calculation puts the largest force on an atom at 1.27 eV/Å. As for the total charge: 0. As for the SMILES: OCC[C@H]1CN(Cc2cc3c(cc2Cl)OCO3)CCN1C1CCCC1.

Cartesian coordinates (Å):
O -2.07607 -3.72040 0.71030
C -3.13761 -2.82969 0.45923
C -2.80703 -1.73433 -0.55604
C -1.85783 -0.64511 -0.02074
C -0.41581 -1.17804 0.05478
N 0.13418 -1.34123 -1.27729
C 1.39900 -2.05928 -1.30655
C 2.53727 -1.36569 -0.59085
C 3.24458 -0.36109 -1.26459
C 4.21790 0.32612 -0.58609
C 4.51856 0.04010 0.74665
C 3.85897 -0.95004 1.42842
C 2.86400 -1.64156 0.73294
Cl 2.06645 -2.91194 1.59630
O 5.52341 0.86190 1.17457
C 5.85193 1.67749 0.06919
O 5.03038 1.33593 -1.02735
C 0.14850 -0.06398 -1.96154
C -1.29998 0.41974 -2.10409
N -1.99771 0.54104 -0.84687
C -2.05523 1.84202 -0.22026
C -3.37302 2.01541 0.57207
C -3.00119 2.78260 1.83864
C -1.59486 2.28336 2.15535
C -0.92966 2.22392 0.78241
H -1.78548 -4.09006 -0.13159
H -3.38429 -2.39310 1.43029
H -4.01523 -3.39173 0.10402
H -3.73727 -1.25001 -0.85656
H -2.35672 -2.19119 -1.43921
H -2.16842 -0.39116 0.99575
H -0.43428 -2.14684 0.55404
H 0.20266 -0.49663 0.66408
H 1.66748 -2.19664 -2.35807
H 1.22479 -3.04101 -0.86061
H 3.03594 -0.14064 -2.29785
H 4.09496 -1.18855 2.45112
H 5.69445 2.73567 0.33232
H 6.90900 1.52412 -0.20033
H 0.57984 -0.19945 -2.95653
H 0.74231 0.69379 -1.42073
H -1.31706 1.38015 -2.62244
H -1.83863 -0.30820 -2.72142
H -2.04418 2.56169 -1.04431
H -4.12605 2.53334 -0.01924
H -3.77179 1.03498 0.82898
H -3.70386 2.60713 2.65225
H -2.97237 3.85438 1.63417
H -1.64390 1.28725 2.59870
H -1.06309 2.93716 2.84621
H -0.53630 3.20846 0.52362
H -0.10164 1.51983 0.75469

=====

4.
The following is a DFT calculation (ωB97M-V/def2-TZVPD) of a 4-piece molecular cluster, C19H27F2N4O12 overall in a non-equilibrium geometry.

The calculation puts the largest force on an atom at 3.03 eV/Å. As for the total charge: +1.

Cartesian coordinates (Å):
N 2.35996 -3.55994 0.68332
C 2.00876 -2.47498 0.85041
O 1.78228 -1.17124 0.88513
N 0.47598 -0.86469 0.51442
C 0.12384 0.37034 0.73557
C -1.17055 0.79337 0.44822
F -1.55869 1.98916 0.69028
C -1.99339 -0.17231 -0.10831
C -1.42651 -1.42553 -0.30582
C -2.30036 -2.52816 -0.96121
O -1.76903 -3.33319 -1.65676
N -3.71627 -2.57616 -0.69209
C -3.98759 -2.30806 0.63569
O -4.94400 -1.70848 1.02303
F -3.04747 -2.69724 1.49091
N -0.21278 -1.83378 0.00148
H 0.84389 1.07081 1.14817
H -3.02420 0.01563 -0.38131
H -4.29722 -2.03490 -1.32155
C 0.30666 -4.14185 4.43644
C -0.62060 -2.95720 4.26447
O -0.17246 -1.81366 5.00216
C 0.81680 -1.15002 4.41646
O 1.31452 -1.41992 3.34478
O 1.16029 -0.12637 5.18656
C 2.26721 0.62482 4.68131
H 0.44604 -4.36539 5.49423
H -0.10021 -5.02175 3.93853
H 1.29189 -3.93594 4.01861
H -1.60464 -3.20847 4.65611
H -0.74861 -2.68904 3.21427
H 2.09155 0.93234 3.65178
H 3.18521 0.04451 4.75657
H 2.37064 1.51429 5.29609
C 0.95534 -4.27442 -5.29732
C 0.68117 -2.95852 -4.60135
O 0.83735 -1.84798 -5.49457
C -0.18194 -1.64105 -6.33087
O -1.19826 -2.28156 -6.37821
O 0.12781 -0.60803 -7.11027
C -0.84533 -0.32231 -8.12007
H 1.93432 -4.25464 -5.77735
H 0.92610 -5.09861 -4.58453
H 0.21827 -4.46723 -6.07579
H 1.40834 -2.80961 -3.80277
H -0.31045 -2.94519 -4.14620
H -1.83741 -0.20492 -7.68917
H -0.84797 -1.11152 -8.87001
H -0.55315 0.61162 -8.59165
C 1.95231 7.69183 0.77237
C 1.61923 6.42902 0.00766
O 1.59475 5.27898 0.87400
C 0.49955 5.14577 1.61547
O -0.45610 5.87038 1.61450
O 0.64914 4.05566 2.38140
C -0.42771 3.83528 3.29621
H 2.88044 7.56608 1.33131
H 2.06118 8.53389 0.08971
H 1.17164 7.93308 1.49307
H 2.39372 6.23151 -0.73147
H 0.67423 6.52106 -0.52777
H -1.38865 3.82712 2.78415
H -0.42156 4.59516 4.07534
H -0.26728 2.86214 3.75624

=====

| no. | HOMO (eV) | gap between HOMO and LUMO (eV) |
| --- | --- | --- |
| 1 | -6.85 | 6.7 |
| 2 | -17.87 | 7.6 |
| 3 | -7.70 | 8.4 |
| 4 | -12.78 | 6.9 |